ORCA calculation (ωB97M-V/def2-TZVPD) on a structure of composition C25H27GaO at a distorted geometry.

Multiplicity = 1
Electronic energy = -80782.48016 eV
Gap between HOMO and LUMO (spin up / spin down) = 5.94 / 2.59 eV
E_HOMO (spin up / spin down) = -0.88 / 2.38 eV
Net charge = -2

Each line ends with the Mulliken charge.
Element x y z (Å)
Ga (0.143, -0.165, 0.352)  -0.55
C (1.895, 0.993, 0.873)  0.41
C (2.642, 0.217, -0.131)  -1.39
C (2.871, 1.044, -1.246)  -0.44
H (3.024, -0.790, 0.052)  0.55
C (2.329, 2.340, -0.972)  -0.71
C (1.791, 2.337, 0.311)  -0.89
H (1.406, 3.195, 0.860)  0.48
H (1.926, 0.780, 1.948)  1.06
H (3.415, 0.768, -2.152)  0.47
H (2.412, 3.196, -1.642)  0.42
C (-1.708, 1.021, 0.584)  -0.26
C (-1.361, 2.368, 1.034)  -0.94
C (-1.281, 3.198, -0.091)  -0.62
H (-1.248, 2.660, 2.076)  0.44
C (-1.639, 2.438, -1.253)  -0.20
C (-1.927, 1.125, -0.856)  -0.93
H (-2.301, 0.323, -1.484)  0.41
H (-2.144, 0.259, 1.234)  0.90
H (-1.031, 4.259, -0.100)  0.36
H (-1.717, 2.840, -2.264)  0.55
O (-0.236, -1.067, -1.253)  -0.18
C (-0.173, 0.435, -4.171)  1.12
C (0.475, -0.819, -3.756)  -1.17
C (0.567, 1.704, -4.201)  -1.19
C (-1.616, 0.424, -4.462)  -1.47
C (0.635, -1.430, -2.295)  -0.19
H (1.525, -0.765, -4.090)  0.29
H (0.015, -1.638, -4.329)  0.44
H (0.530, -2.525, -2.397)  0.33
H (1.680, -1.254, -1.973)  0.18
H (0.374, 2.246, -5.144)  0.45
H (1.656, 1.549, -4.109)  0.24
H (0.239, 2.372, -3.380)  0.05
H (-1.825, 0.297, -5.537)  0.39
H (-2.086, 1.370, -4.158)  0.27
H (-2.105, -0.403, -3.931)  0.31
C (-0.417, -1.072, 5.881)  -0.36
C (-0.247, 0.046, 5.042)  -1.04
C (-0.176, -0.118, 3.662)  0.15
C (-0.271, -1.403, 3.052)  0.39
C (-0.207, -1.629, 1.645)  0.35
C (-0.415, -2.892, 1.127)  -0.27
C (-0.586, -4.012, 1.983)  -0.67
C (-0.599, -3.839, 3.354)  -0.99
C (-0.469, -2.549, 3.927)  0.68
C (-0.534, -2.341, 5.323)  -0.88
H (-0.453, -0.946, 6.962)  0.32
H (-0.164, 1.042, 5.486)  0.33
H (-0.051, 0.777, 3.036)  -0.04
H (-0.461, -3.046, 0.051)  0.25
H (-0.715, -5.003, 1.544)  0.35
H (-0.718, -4.691, 4.029)  0.22
H (-0.672, -3.224, 5.950)  0.23

***

ORCA calculation (ωB97M-V/def2-TZVPD) on a structure of composition C17H35AgBrO6 at a distorted geometry.

Multiplicity = 2
Electronic energy = -104516.82139 eV
Gap between HOMO and LUMO (spin up / spin down) = 4.71 / 4.60 eV
Relative energy (zero: lowest compared OMol25 entry of this formula, charge and spin) = 98.8 kcal per mole
E_HOMO (spin up / spin down) = -6.51 / -6.51 eV
Net charge = 0

Each line ends with the Löwdin spin population.
Element x y z (Å)
Ag (-0.479, 0.405, -0.960)  0.00
C (0.562, -3.118, 4.548)  0.01
C (1.444, -2.673, 3.409)  0.09
O (0.808, -2.123, 2.272)  0.85
H (-0.263, -2.423, 4.706)  0.00
H (1.098, -3.107, 5.497)  0.00
H (0.264, -4.154, 4.391)  0.00
H (2.097, -3.521, 3.204)  0.01
H (2.091, -1.920, 3.859)  0.05
Br (-1.226, 3.178, -3.963)  0.00
C (5.480, 1.070, 0.951)  0.00
C (4.679, 2.275, 0.643)  0.00
O (3.637, 2.168, 0.010)  0.00
C (5.127, 3.622, 1.191)  0.00
H (5.827, 1.154, 1.981)  0.00
H (6.385, 1.123, 0.345)  0.00
H (5.097, 0.094, 0.654)  0.00
H (6.202, 3.631, 1.373)  0.00
H (4.694, 3.792, 2.176)  0.00
H (4.756, 4.475, 0.623)  0.00
C (4.305, -2.262, -4.309)  0.00
C (2.959, -1.783, -4.668)  0.00
O (2.160, -1.618, -3.766)  0.00
C (2.593, -1.643, -6.117)  0.00
H (4.988, -1.942, -5.095)  0.00
H (4.390, -3.348, -4.293)  0.00
H (4.622, -1.970, -3.308)  0.00
H (2.299, -2.628, -6.480)  0.00
H (3.388, -1.195, -6.714)  0.00
H (1.700, -1.038, -6.273)  0.00
C (-6.371, -0.877, 1.833)  0.00
C (-5.135, -0.021, 2.186)  0.00
O (-4.365, 0.392, 1.300)  0.00
C (-5.049, 0.591, 3.571)  0.00
H (-6.519, -1.649, 2.587)  0.00
H (-6.210, -1.321, 0.851)  0.00
H (-7.236, -0.214, 1.812)  0.00
H (-4.850, -0.185, 4.310)  0.00
H (-5.988, 1.070, 3.847)  0.00
H (-4.304, 1.387, 3.565)  0.00
C (-0.201, 5.136, 3.885)  0.00
C (-0.334, 5.181, 2.354)  0.00
O (-0.468, 4.152, 1.721)  0.00
C (-0.282, 6.543, 1.597)  0.00
H (0.208, 4.166, 4.168)  0.00
H (-1.178, 5.338, 4.323)  0.00
H (0.472, 5.896, 4.280)  0.00
H (0.687, 7.031, 1.493)  0.00
H (-0.902, 7.290, 2.092)  0.00
H (-0.812, 6.540, 0.645)  0.00
C (-3.877, -4.710, -2.865)  0.00
C (-3.156, -3.519, -3.498)  0.00
O (-2.800, -2.558, -2.857)  0.00
C (-2.754, -3.707, -4.979)  0.00
H (-3.688, -4.880, -1.804)  0.00
H (-3.581, -5.702, -3.206)  0.00
H (-4.950, -4.699, -3.053)  0.00
H (-3.647, -4.162, -5.408)  0.00
H (-1.846, -4.277, -5.177)  0.00
H (-2.546, -2.752, -5.461)  0.00

***

ORCA calculation (ωB97M-V/def2-TZVPD) on the molecule C2H4N2S2 at a distorted geometry.

Multiplicity = 3
Electronic energy = -26784.05645 eV
Gap between HOMO and LUMO (spin up / spin down) = 7.81 / 6.51 eV
Relative energy (zero: lowest compared OMol25 entry of this formula, charge and spin) = 62.4 kcal per mole
E_HOMO (spin up / spin down) = -6.96 / -8.93 eV
Net charge = 0

Each line ends with the Löwdin spin population.
Element x y z (Å)
C (-0.008, 1.479, -0.104)  0.08
C (-0.695, -1.043, 0.084)  -0.01
N (1.112, 0.657, -0.182)  0.58
N (0.987, -0.564, -0.029)  0.44
S (2.048, -1.691, 0.052)  0.80
S (-1.503, 0.368, -0.695)  0.05
H (-0.364, 1.655, 0.919)  0.03
H (0.204, 2.274, -0.715)  0.00
H (-0.788, -2.080, -0.357)  0.00
H (-0.995, -1.054, 1.028)  0.00

***

ORCA calculation (ωB97M-V/def2-TZVPD) on a structure of composition C14H36Cl2CrOP3 at a distorted geometry.

Multiplicity = 4
Electronic energy = -98470.19684 eV
Gap between HOMO and LUMO (spin up / spin down) = 7.28 / 9.26 eV
Relative energy (zero: lowest compared OMol25 entry of this formula, charge and spin) = 0.0 kcal per mole
E_HOMO (spin up / spin down) = -15.51 / -16.08 eV
Net charge = +2

Each line ends with the Löwdin spin population.
Element x y z (Å)
C (-1.396, 2.604, -4.620)  0.00
C (-1.306, 1.916, -3.318)  0.01
H (-2.360, 3.120, -4.728)  0.00
H (-1.278, 1.862, -5.430)  0.00
H (-0.574, 3.339, -4.701)  0.00
O (-2.052, 1.876, -2.368)  0.00
Cl (0.342, 0.970, -3.255)  0.01
Cr (0.286, 0.156, -1.056)  3.08
P (-1.334, -1.607, -1.680)  -0.03
C (-2.803, -1.976, -0.680)  -0.01
C (-2.034, -1.421, -3.346)  0.00
H (-2.769, -2.219, -3.520)  0.00
H (-0.916, -3.824, -2.532)  0.00
H (-1.236, -1.488, -4.094)  0.00
H (0.606, -2.920, -2.212)  0.00
H (-3.401, -1.059, -0.585)  0.00
H (-2.520, -0.442, -3.427)  0.00
C (-0.396, -3.157, -1.833)  0.01
H (-3.400, -2.745, -1.194)  0.00
H (-0.292, -3.642, -0.856)  0.00
H (-2.536, -2.328, 0.324)  0.00
P (0.814, 2.428, -0.125)  -0.01
C (0.014, 3.165, 1.338)  0.00
C (2.605, 2.444, 0.225)  0.01
H (1.328, 3.611, -2.177)  0.00
H (0.882, 4.727, -0.845)  0.00
H (-0.383, 3.796, -1.717)  0.00
C (0.646, 3.771, -1.336)  0.00
H (3.133, 1.984, -0.620)  0.00
H (2.954, 3.477, 0.363)  0.00
H (0.181, 4.253, 1.345)  0.00
H (0.404, 2.741, 2.270)  0.00
H (2.820, 1.863, 1.130)  0.00
H (-1.067, 2.976, 1.285)  0.00
Cl (2.197, -0.879, -1.622)  0.03
C (-1.639, 0.017, 2.852)  0.00
C (-0.115, -0.030, 2.792)  -0.01
P (0.593, -0.795, 1.280)  -0.06
C (2.421, -0.885, 1.617)  0.00
C (2.931, -0.710, 3.040)  0.00
C (0.158, -2.572, 1.537)  -0.01
C (0.276, -3.129, 2.954)  0.00
H (-2.104, 0.267, 1.889)  0.00
H (-1.950, 0.787, 3.572)  0.00
H (-2.061, -0.932, 3.206)  0.00
H (0.307, 0.978, 2.866)  0.00
H (0.282, -0.595, 3.645)  0.00
H (2.718, -1.869, 1.228)  0.00
H (2.899, -0.156, 0.951)  0.00
H (2.659, -1.555, 3.681)  0.00
H (4.026, -0.665, 3.015)  0.00
H (2.580, 0.215, 3.511)  0.00
H (-0.863, -2.711, 1.159)  0.00
H (0.828, -3.128, 0.868)  0.00
H (-0.430, -2.665, 3.650)  0.00
H (0.038, -4.199, 2.921)  0.00
H (1.288, -3.037, 3.361)  0.00

***

ORCA calculation (ωB97M-V/def2-TZVPD) on a structure of composition C4H5ORb at a distorted geometry.

Multiplicity = 2
Electronic energy = -6921.25696 eV
Gap between HOMO and LUMO (spin up / spin down) = 7.19 / 7.23 eV
Relative energy (zero: lowest compared OMol25 entry of this formula, charge and spin) = 20.5 kcal per mole
E_HOMO (spin up / spin down) = -11.34 / -11.38 eV
Net charge = +1

Each line ends with the Löwdin spin population.
Element x y z (Å)
H (2.702, -0.839, -0.056)  0.00
C (2.050, 0.662, -1.674)  0.00
C (2.128, -0.287, -0.794)  0.00
C (0.734, 0.110, -1.203)  0.01
H (2.519, 1.273, -2.438)  0.00
H (0.143, -0.554, -1.852)  0.00
H (0.050, 0.761, -0.557)  0.01
C (-1.489, 0.062, 1.654)  0.58
O (-2.646, -0.034, 1.923)  0.29
Rb (-5.486, -1.766, 2.770)  0.00
H (-0.704, 0.610, 2.227)  0.11

***

ORCA calculation (ωB97M-V/def2-TZVPD) on a cluster of 2 separate species, C5H14O2 in total at a distorted geometry.

Multiplicity = 2
Electronic energy = -9496.93317 eV
Gap between HOMO and LUMO (spin up / spin down) = 10.66 / 4.78 eV
Relative energy (zero: lowest compared OMol25 entry of this formula, charge and spin) = 29.6 kcal per mole
E_HOMO (spin up / spin down) = -14.02 / -14.01 eV
Net charge = +1

Each line ends with the Löwdin spin population.
Element x y z (Å)
C (2.147, 0.287, -1.344)  0.14
O (2.253, 0.790, -2.593)  0.38
C (0.614, 0.507, -0.918)  0.21
C (0.232, -0.636, 0.040)  0.10
C (-1.259, -0.357, 0.281)  0.08
C (1.061, -0.594, 1.293)  0.01
H (2.777, 0.770, -0.586)  0.03
H (2.387, -0.766, -1.370)  0.00
H (2.189, 1.764, -2.578)  0.00
H (-0.091, 0.623, -1.737)  0.00
H (0.573, 1.466, -0.391)  0.00
H (0.316, -1.599, -0.466)  0.00
H (-1.883, -0.758, -0.504)  0.00
H (-1.530, -0.940, 1.163)  0.02
H (-1.488, 0.697, 0.409)  0.00
H (0.638, -1.337, 1.973)  0.01
H (0.868, 0.317, 1.851)  0.00
H (2.104, -0.851, 1.119)  0.00
H (-4.046, 0.657, 2.860)  0.00
H (-4.646, -0.364, 1.873)  0.00
O (-4.322, -0.262, 2.777)  0.00

***

ORCA calculation (ωB97M-V/def2-TZVPD) on a cluster of 3 separate species, CH7O2S in total at a distorted geometry.

Multiplicity = 2
Electronic energy = -16078.77203 eV
Gap between HOMO and LUMO (spin up / spin down) = 10.87 / 7.06 eV
Relative energy (zero: lowest compared OMol25 entry of this formula, charge and spin) = 9.9 kcal per mole
E_HOMO (spin up / spin down) = -10.32 / -9.93 eV
Net charge = 0

Each line ends with the Löwdin spin population.
Element x y z (Å)
C (-0.862, 0.790, 1.472)  0.09
S (0.816, 1.349, 0.919)  0.86
H (-1.751, 1.297, 1.104)  0.02
H (-1.180, -0.211, 1.073)  0.00
H (-0.948, 0.864, 2.538)  0.02
H (1.498, -0.844, -2.210)  0.00
H (0.796, 0.513, -2.146)  0.01
O (1.142, -0.156, -2.775)  0.00
H (-0.587, -1.270, 0.129)  0.00
H (0.828, -0.843, 0.153)  0.00
O (0.248, -1.488, -0.257)  0.00

***

Which value of net charge does entry 6 give? +1

***

Which value of net charge does entry 2 give? 0

***

Which of these has the lowest multiplicity? C25H27GaO

***

What is the multiplicity in the first record? 1